#i
The following is a quantum chemistry calculation of one molecule with the formula C4H4N2OS, from the Open Molecules 2025 dataset.

Properties
2S+1: 1
Gap between HOMO and LUMO (alpha / beta) (eV): 6.45 / 6.44
HOMO level (alpha / beta) (eV): -7.320 / -7.319
M (g/mol): 128.16

Element x y z (Å)
C (0.3908, -0.2256, 1.1338)
C (1.2261, 0.3523, 0.1576)
C (0.8783, 1.7583, -1.8052)
C (-1.4367, -0.9737, -0.1957)
N (-0.9091, -0.3754, 1.0551)
N (1.0147, 1.0982, -0.8710)
O (-0.9411, -0.7051, -1.2608)
S (-2.5422, -2.1601, 0.2804)
H (0.9672, -0.3967, 2.0715)
H (2.2603, 0.0188, 0.3422)
H (0.6723, 2.1449, -2.7456)
H (-1.5807, -0.5360, 1.8376)

These are the natural (NBO) partial charges, in e, on atoms 1 to 8: 0.17 -0.27 0.27 0.43 -0.60 -0.14 -0.65 -0.38

=====

#ii
The following is a quantum chemistry calculation of one molecule with the formula C4H4N2OS, from the Open Molecules 2025 dataset.

Properties
2S+1: 1
Gap between HOMO and LUMO (alpha / beta) (eV): 6.56 / 6.55
HOMO level (alpha / beta) (eV): -7.202 / -7.195
M (g/mol): 128.16

Element x y z (Å)
C (0.6259, -0.0639, 1.1766)
C (-0.4154, -1.0762, -0.8219)
C (0.9362, 1.2348, 0.7762)
C (-1.4432, 0.4068, -2.4381)
N (-0.8058, -0.0032, -1.5001)
N (0.2035, -1.0572, 0.3538)
O (1.2677, 2.0877, 1.7127)
S (-2.1876, 1.1735, -3.5661)
H (0.9410, -0.4302, 2.1670)
H (-0.6191, -2.0578, -1.2355)
H (0.3286, -1.9869, 0.7360)
H (1.1682, 1.7728, 2.6392)

These are the natural (NBO) partial charges, in e, on atoms 1 to 8: -0.34 0.19 0.11 0.25 -0.46 -0.37 -0.66 0.08

=====

The data favor #i; the next most stable structure lies 13.1 kcal/mol above it.

=====

#i
The following is a quantum chemistry calculation of one molecule with the formula C20H20N2O3, from the Open Molecules 2025 dataset.

Properties
2S+1: 1
Gap between HOMO and LUMO (eV): 7.35
HOMO level (eV): -7.665
M (g/mol): 336.39

Element x y z (Å)
O (3.8277, -2.4034, 0.9601)
N (3.1810, -1.3617, 0.7052)
C (1.9909, -1.3519, 0.1685)
C (1.2291, -0.1675, -0.0567)
N (1.8358, 1.0041, -0.0159)
O (1.2924, 2.1301, -0.1576)
C (3.3025, 0.9865, 0.0946)
C (3.7317, -0.0451, 1.1230)
C (5.2508, -0.1004, 1.2957)
C (5.9901, 0.4548, 0.0785)
C (5.2698, 0.0182, -1.1915)
C (3.9125, 0.7206, -1.2962)
H (4.0207, 1.6759, -1.8110)
H (3.2270, 0.1097, -1.8868)
H (5.1354, -1.0644, -1.1601)
H (5.8677, 0.2512, -2.0726)
H (6.0319, 1.5451, 0.1181)
H (7.0146, 0.0830, 0.0802)
H (5.5080, -1.1548, 1.4333)
H (5.5440, 0.4394, 2.1955)
H (3.2554, 0.1712, 2.0897)
H (3.5886, 1.9832, 0.4419)
C (-0.2080, -0.2775, -0.3332)
C (-1.1096, 0.6664, 0.1575)
C (-2.4622, 0.5514, -0.0893)
C (-2.9471, -0.5152, -0.8403)
C (-2.0512, -1.4483, -1.3586)
C (-0.7023, -1.3313, -1.1047)
H (-0.0259, -2.0550, -1.5329)
H (-2.4338, -2.2553, -1.9634)
O (-4.2604, -0.6668, -1.1780)
C (-5.2534, -0.2071, -0.3493)
C (-5.1747, -0.2865, 1.0369)
C (-6.2436, 0.1324, 1.8077)
C (-7.3924, 0.6218, 1.2099)
C (-7.4746, 0.6838, -0.1713)
C (-6.4113, 0.2726, -0.9524)
H (-6.4590, 0.3125, -2.0294)
H (-8.3701, 1.0579, -0.6444)
H (-8.2221, 0.9483, 1.8181)
H (-6.1775, 0.0693, 2.8838)
H (-4.2848, -0.6837, 1.5035)
H (-3.1442, 1.2982, 0.2891)
H (-0.7487, 1.5043, 0.7309)
H (1.5491, -2.3158, -0.0261)

These are the natural (NBO) partial charges, in e, on atoms 1 to 8: -0.51 0.14 -0.05 0.09 0.14 -0.52 -0.09 -0.09

=====

#ii
The following is a quantum chemistry calculation of one molecule with the formula C20H20N2O3, from the Open Molecules 2025 dataset.

Properties
2S+1: 1
Gap between HOMO and LUMO (eV): 8.20
HOMO level (eV): -7.582
M (g/mol): 336.39
SMILES: C=C(C)COc1ccc(-c2[nH]ncc2-c2ccc(OC)cc2)c(O)c1

Element x y z (Å)
C (-6.4122, -0.2360, -1.1810)
C (-5.7194, -0.8178, -0.2158)
C (-5.8802, -0.4795, 1.2324)
C (-4.7247, -1.9171, -0.5137)
O (-3.5709, -1.8992, 0.3027)
C (-2.6674, -0.8950, 0.1482)
C (-2.7802, 0.1625, -0.7464)
C (-1.7745, 1.1104, -0.8079)
C (-0.6445, 1.0425, -0.0027)
C (0.4012, 2.0497, -0.0992)
N (0.1130, 3.3725, -0.1857)
N (1.2011, 4.1353, -0.2404)
C (2.2195, 3.3022, -0.1976)
C (1.7904, 1.9618, -0.1117)
C (2.6274, 0.7720, -0.1069)
C (2.2249, -0.3926, -0.7505)
C (3.0218, -1.5236, -0.7552)
C (4.2534, -1.5078, -0.1119)
O (5.1203, -2.5626, -0.0488)
C (4.7641, -3.7609, -0.6898)
C (4.6687, -0.3400, 0.5292)
C (3.8691, 0.7807, 0.5284)
C (-0.5479, -0.0151, 0.9181)
O (0.5201, -0.0563, 1.7515)
C (-1.5488, -0.9673, 0.9784)
H (-7.1504, 0.5184, -0.9707)
H (-6.2778, -0.4953, -2.2181)
H (-4.9521, -0.0659, 1.6265)
H (-6.1064, -1.3795, 1.8027)
H (-6.6759, 0.2458, 1.3755)
H (-4.4472, -1.9106, -1.5757)
H (-5.1890, -2.8844, -0.2867)
H (-3.6399, 0.2606, -1.3878)
H (-1.8602, 1.9174, -1.5211)
H (-0.8016, 3.7948, -0.1690)
H (3.2241, 3.6718, -0.2497)
H (1.2751, -0.4163, -1.2652)
H (2.6718, -2.4068, -1.2676)
H (3.8482, -4.1884, -0.2676)
H (5.5924, -4.4465, -0.5166)
H (4.6333, -3.6186, -1.7679)
H (5.6275, -0.3418, 1.0238)
H (4.1986, 1.6734, 1.0382)
H (0.4714, -0.8423, 2.3086)
H (-1.4832, -1.7873, 1.6795)

These are the natural (NBO) partial charges, in e, on atoms 1 to 8: -0.40 0.00 -0.65 -0.11 -0.49 0.34 -0.34 -0.16

=====

#iii
The following is a quantum chemistry calculation of one molecule with the formula C20H20N2O3, from the Open Molecules 2025 dataset.

Properties
2S+1: 1
Gap between HOMO and LUMO (eV): 8.64
HOMO level (eV): -7.862
M (g/mol): 336.39
SMILES: O=C(CCCc1c[nH]c2ccccc12)NCc1ccc2c(c1)OCO2

Element x y z (Å)
O (0.4358, 2.7017, -2.1630)
C (0.3708, 1.4918, -2.2412)
C (1.0612, 0.6989, -3.3397)
C (2.5570, 1.0142, -3.4027)
C (3.3617, 0.2558, -2.3404)
C (2.9436, 0.6050, -0.9497)
C (3.2139, 1.7661, -0.2863)
N (2.6616, 1.7384, 0.9650)
C (2.0119, 0.5525, 1.1365)
C (1.2950, 0.0626, 2.2208)
C (0.7170, -1.1822, 2.0985)
C (0.8545, -1.9314, 0.9271)
C (1.5769, -1.4585, -0.1457)
C (2.1689, -0.1972, -0.0564)
N (-0.3957, 0.7513, -1.4082)
C (-1.0965, 1.3588, -0.2944)
C (-2.0222, 0.3731, 0.3579)
C (-2.7688, -0.5039, -0.4155)
C (-3.6157, -1.4528, 0.1514)
C (-3.6889, -1.4847, 1.5218)
C (-2.9523, -0.5976, 2.3074)
C (-2.1148, 0.3362, 1.7517)
O (-3.2084, -0.8427, 3.6308)
C (-4.1337, -1.9083, 3.6547)
O (-4.4257, -2.3076, 2.3331)
H (0.8986, -0.3713, -3.2079)
H (0.5957, 1.0063, -4.2794)
H (2.6843, 2.0889, -3.2626)
H (2.9432, 0.7487, -4.3894)
H (3.2419, -0.8186, -2.4949)
H (4.4198, 0.4968, -2.4722)
H (3.7649, 2.6233, -0.6216)
H (2.7097, 2.4843, 1.6374)
H (1.1937, 0.6409, 3.1280)
H (0.1479, -1.5891, 2.9206)
H (0.3846, -2.9026, 0.8702)
H (1.6882, -2.0568, -1.0395)
H (-0.2476, -0.2442, -1.3441)
H (-1.6515, 2.2179, -0.6900)
H (-0.3807, 1.7433, 0.4421)
H (-2.6963, -0.4470, -1.4906)
H (-4.1905, -2.1328, -0.4543)
H (-1.5491, 1.0117, 2.3702)
H (-5.0600, -1.5816, 4.1546)
H (-3.7039, -2.7575, 4.2100)

These are the natural (NBO) partial charges, in e, on atoms 1 to 8: -0.64 0.69 -0.49 -0.38 -0.42 -0.11 0.00 -0.54

=====

The data favor #iii; the next most stable structure lies 41.1 kcal/mol above it.

=====

#i
The following is a quantum chemistry calculation of a 2-piece molecular cluster, C2H6O2S2 overall, from the Open Molecules 2025 dataset.

Properties
2S+1: 1
Gap between HOMO and LUMO (alpha / beta) (eV): 7.49 / 7.49
HOMO level (alpha / beta) (eV): -9.543 / -9.542
M (g/mol): 126.20

Element x y z (Å)
C (-0.4712, 0.0462, 1.5276)
C (-0.2747, 0.3984, -1.4793)
O (1.4166, -1.2251, -0.0239)
O (-1.0089, -1.8778, -0.1425)
S (2.7815, 0.9228, -0.1508)
S (-0.0366, -0.8596, -0.0755)
H (0.5739, 0.2704, 1.9175)
H (-0.9690, 1.0132, 1.4712)
H (-1.1357, -0.4968, 2.1973)
H (0.6207, 0.2615, -2.0884)
H (-1.1111, 0.0913, -2.0258)
H (-0.3855, 1.4554, -1.1273)

These are the natural (NBO) partial charges, in e, on atoms 1 to 8: -0.86 -0.81 -0.91 -0.92 -0.08 2.09 0.25 0.24

=====

#ii
The following is a quantum chemistry calculation of one molecule with the formula C2H6O2S2, from the Open Molecules 2025 dataset.

Properties
2S+1: 1
Gap between HOMO and LUMO (eV): 9.12
HOMO level (eV): -8.738
M (g/mol): 126.20

Element x y z (Å)
C (-0.3348, -0.0668, -2.4229)
C (0.2909, 0.4337, 2.2568)
O (-1.3580, -1.0794, 0.7833)
O (1.0063, -0.4674, -0.1803)
S (1.0920, 0.6052, -1.4647)
S (0.0830, -1.0050, 1.1034)
H (-0.3038, 0.4038, -3.4175)
H (-1.2021, 0.2646, -1.8500)
H (-0.1224, -1.1434, -2.3160)
H (-0.1354, 0.1884, 3.3310)
H (-0.3436, 1.3135, 1.9598)
H (1.3280, 0.5528, 2.2171)

These are the natural (NBO) partial charges, in e, on atoms 1 to 8: -0.75 -0.85 -0.93 -0.93 0.51 1.53 0.23 0.23

=====

The data favor #ii; the next most stable structure lies 43.9 kcal/mol above it.

=====

#i
The following is a quantum chemistry calculation of C20H23ClGeIMgNO2S2 as an isolated structure, from the Open Molecules 2025 dataset.

Properties
2S+1: 1
Gap between HOMO and LUMO (eV): 5.27
HOMO level (eV): -1.123
M (g/mol): 632.82
Net charge: -2

Element x y z (Å)
Mg (-1.0700, 1.0574, 1.3942)
C (-0.8672, 3.4432, 0.3540)
C (-0.2574, 3.1277, 1.6002)
C (1.0981, 2.8330, 1.3296)
C (1.3000, 2.9325, -0.0368)
C (0.0928, 3.3083, -0.6359)
H (-1.8696, 3.8376, 0.2331)
H (-0.6272, 3.4681, 2.5624)
H (1.8518, 2.6276, 2.0768)
H (2.2348, 2.7674, -0.5568)
H (-0.0587, 3.4520, -1.6974)
Cl (-2.8713, -3.7589, -2.9426)
C (-2.8406, -2.4362, -1.7992)
C (-3.9865, -1.7013, -1.6407)
C (-3.9294, -0.6261, -0.7553)
I (-5.6536, 0.5600, -0.4331)
C (-2.8024, -0.2401, -0.0686)
O (-2.7849, 0.8020, 0.7060)
C (-1.6166, -1.0298, -0.2492)
N (-0.5499, -0.6577, 0.4591)
C (0.7235, -1.2749, 0.1594)
C (0.5783, -2.6654, -0.3949)
C (-0.5203, -3.0351, -1.0562)
C (-1.6604, -2.1597, -1.0998)
H (-4.8889, -1.9314, -2.1821)
H (1.3179, -1.2926, 1.0873)
H (1.4070, -3.3432, -0.2411)
H (-0.6109, -4.0225, -1.4925)
C (-3.7871, 2.2259, 3.3699)
O (-4.0857, 1.1592, 4.2488)
C (-3.1190, 0.3009, 4.6108)
S (-3.5855, -0.8120, 5.7542)
S (-1.5361, 0.4039, 4.0286)
H (-2.9220, 2.7939, 3.7366)
H (-4.6798, 2.8518, 3.3518)
H (-3.5757, 1.8645, 2.3595)
C (4.5640, 0.5893, -1.5176)
Ge (3.2770, -0.9498, -1.4700)
C (4.2298, -2.3554, -0.4038)
C (3.1601, -1.6140, -3.3575)
C (1.4686, -0.3839, -0.8567)
H (5.5146, 0.2794, -1.9470)
H (4.7538, 0.9734, -0.5194)
H (4.1703, 1.4013, -2.1213)
H (5.2621, -2.4418, -0.7356)
H (3.7587, -3.3255, -0.5199)
H (4.2341, -2.1036, 0.6524)
H (4.1389, -1.8489, -3.7702)
H (2.7037, -0.8517, -3.9849)
H (2.5396, -2.5042, -3.4120)
H (0.8431, -0.3106, -1.7503)
H (1.5341, 0.6162, -0.4258)

These are the natural (NBO) partial charges, in e, on atoms 1 to 8: 1.75 -0.35 -0.59 -0.35 -0.34 -0.33 0.21 0.23

=====

#ii
The following is a quantum chemistry calculation of C20H23ClGeIMgNO2S2 as an isolated structure, from the Open Molecules 2025 dataset.

Properties
2S+1: 1
Gap between HOMO and LUMO (eV): 4.53
HOMO level (eV): -0.472
M (g/mol): 632.82
Net charge: -2

Element x y z (Å)
Mg (0.0119, 1.6662, -0.2459)
C (-1.7399, 0.2670, 1.7875)
C (-2.7273, 1.2581, 1.2261)
C (-3.3779, 0.7097, 0.1922)
C (-2.8648, -0.6381, -0.0444)
C (-1.8833, -0.8939, 0.8326)
H (-0.3114, 1.4507, 2.6210)
H (-2.8741, 2.2435, 1.6457)
H (-4.1474, 1.1876, -0.3995)
H (-3.2386, -1.3062, -0.8075)
H (-1.3165, -1.8073, 0.9461)
Cl (2.2265, -3.4134, 3.6769)
C (2.0210, -1.9664, 2.6895)
C (3.0941, -1.6336, 1.8956)
C (3.0074, -0.5150, 1.0950)
I (4.6212, 0.0983, -0.1091)
C (1.8466, 0.2806, 1.0498)
O (1.7964, 1.3536, 0.3131)
C (0.7682, -0.0929, 1.8855)
N (-0.3461, 0.8381, 1.8151)
C (-2.2218, -0.2249, 3.1292)
C (-1.4795, -1.0623, 3.9045)
C (-0.1761, -1.5617, 3.7257)
C (0.8136, -1.2100, 2.7745)
H (3.9846, -2.2461, 1.9058)
H (-3.2211, 0.0639, 3.4326)
H (-1.9729, -1.4187, 4.8082)
H (0.1055, -2.3314, 4.4302)
C (2.0768, 4.2096, -0.7042)
O (0.7269, 3.7424, -0.7173)
C (-0.2976, 4.5766, -1.0963)
S (-0.0041, 6.1590, -1.5512)
S (-1.7800, 3.7963, -1.0393)
H (2.6555, 3.3887, -0.2866)
H (2.1620, 5.1122, -0.1023)
H (2.4072, 4.4383, -1.7174)
C (1.0481, -1.5610, -4.2356)
Ge (0.0973, -1.2362, -2.4953)
C (1.0837, -2.3977, -1.2320)
C (-1.6495, -2.1882, -2.6933)
C (-0.1141, 0.6609, -2.1415)
H (1.1146, -2.6333, -4.4456)
H (2.0642, -1.1625, -4.1803)
H (0.5391, -1.0779, -5.0732)
H (0.8637, -3.4459, -1.4545)
H (0.7924, -2.1966, -0.1998)
H (2.1620, -2.2508, -1.3112)
H (-1.5439, -3.0661, -3.3362)
H (-2.4199, -1.5410, -3.1175)
H (-1.9841, -2.5246, -1.7095)
H (-1.0685, 0.9388, -2.6094)
H (0.6699, 1.1639, -2.7265)

These are the natural (NBO) partial charges, in e, on atoms 1 to 8: 1.72 -0.02 -0.18 -0.23 -0.25 -0.15 0.39 0.22

=====

The data favor #i; the next most stable structure lies 40.7 kcal/mol above it.